Computed, not measured: a 2-piece molecular cluster, C3H10N4 overall in a non-equilibrium geometry, with the ωB97M-V functional and the def2-TZVPD basis.

Cartesian coordinates (Å):
C -2.34 -0.23 0.81
C -0.82 1.26 -0.67
C 0.57 -1.48 -0.77
N 3.25 -0.19 0.42
N 2.72 0.56 -0.36
N -1.17 -0.12 -0.06
N -0.43 -1.19 -0.05
H -2.24 -1.25 1.19
H -2.37 0.55 1.67
H -3.29 -0.03 0.40
H 0.29 1.32 -0.59
H -1.33 1.47 -1.65
H -1.27 1.99 0.06
H 3.17 -0.23 1.42
H 1.08 -2.36 -0.50
H 1.12 -0.96 -1.65
H 3.84 -1.06 0.24

HOMO, eV: -7.714
ΔE to the lowest compared entry with this formula, charge and spin, eV: 5.392
Orbital gap, hartree: 0.316

---

Computed, not measured: a 3-piece molecular cluster, C15H15BF16NO5P overall in a non-equilibrium geometry, with the ωB97M-V functional and the def2-TZVPD basis.

Cartesian coordinates (Å):
O 2.80 3.22 3.05
P 1.65 4.01 2.61
O 1.99 5.57 2.50
O 0.43 3.99 3.63
B 1.21 3.34 0.87
C 1.87 4.07 -0.33
C 1.48 5.35 -0.69
C 2.12 5.93 -1.75
C 3.11 5.24 -2.40
N 3.51 4.01 -2.11
C 2.86 3.46 -1.08
H 2.67 5.69 1.82
H -0.35 4.36 3.19
H 0.48 2.41 0.75
H 0.69 5.86 -0.15
H 1.86 6.92 -2.09
H 3.62 5.74 -3.21
H 3.14 2.45 -0.81
C -3.04 -1.15 -2.21
C -1.76 -0.30 -2.24
C -1.09 0.03 -0.90
F -1.89 0.78 -0.10
F 0.03 0.76 -1.12
F -1.97 0.84 -2.95
F -0.83 -1.03 -2.92
O -4.30 -0.49 -2.36
C -5.02 -0.01 -1.29
C -5.23 1.50 -1.37
F -4.05 2.16 -1.37
F -5.93 1.91 -0.29
F -4.50 -0.38 -0.10
F -6.25 -0.57 -1.36
H -2.97 -1.75 -3.11
H -3.04 -1.85 -1.38
H -0.81 -0.87 -0.37
H -5.77 1.76 -2.28
C 1.55 -3.39 1.98
C 0.27 -3.30 1.12
C -0.92 -4.19 1.49
F -0.62 -5.50 1.37
F -1.94 -3.92 0.64
F 0.58 -3.44 -0.18
F -0.20 -2.02 1.28
O 2.65 -4.13 1.47
C 2.82 -5.48 1.71
C 2.82 -6.29 0.41
F 1.66 -6.15 -0.25
F 2.98 -7.60 0.71
F 1.94 -5.96 2.61
F 4.05 -5.62 2.26
H 1.93 -2.37 2.00
H 1.33 -3.64 3.01
H -1.25 -3.99 2.51
H 3.64 -5.96 -0.23

HOMO, eV: -9.806
Orbital gap, hartree: 0.332
SMILES: FC(F)C(F)(F)COC(F)(F)C(F)F.FC(F)C(F)(F)COC(F)(F)C(F)F.O=P(O)(O)Bc1cccnc1

---

Computed, not measured: one molecule with the formula C4H9NS2 in a non-equilibrium geometry, with the ωB97M-V functional and the def2-TZVPD basis.

Cartesian coordinates (Å):
C -2.13 -0.43 -0.47
C -0.03 -0.34 0.64
C 1.42 -0.31 0.82
C 0.67 1.00 0.85
H -2.53 -0.82 -1.42
H -2.50 -0.97 0.41
H -2.43 0.67 -0.47
H -0.26 -0.13 -1.40
H -0.62 -0.64 1.53
H 1.76 -0.75 1.74
H 1.57 -1.22 -1.41
H 0.59 1.45 1.86
H 1.87 1.70 -1.05
N -0.66 -0.67 -0.59
S 2.51 -0.76 -0.57
S 0.77 2.23 -0.46

HOMO, eV: -8.595
ΔE to the lowest compared entry with this formula, charge and spin, eV: 1.700
Orbital gap, hartree: 0.342
SMILES: CN[C@@H]1[C@H](S)[C@@H]1S

---

Computed, not measured: C32H24CaN5O5PS5 as an isolated structure, with the ωB97M-V functional and the def2-TZVPD basis.

Cartesian coordinates (Å):
Ca 0.05 1.59 -1.36
S 6.51 5.90 -0.62
C 5.19 4.93 -0.99
S 3.62 5.52 -1.28
C 2.80 4.01 -1.60
C 3.60 2.91 -1.52
S 3.13 1.23 -1.71
S 5.26 3.23 -1.11
S 1.10 4.08 -2.00
O -6.17 0.35 -1.21
C -4.98 0.61 -1.27
C -3.94 -0.15 -2.07
O -4.13 -1.19 -2.70
C -2.69 0.59 -1.91
C -2.88 1.66 -1.00
O -1.92 2.41 -0.63
C -4.27 1.73 -0.55
O -4.76 2.50 0.26
O -1.56 0.33 -2.44
C -0.49 4.05 1.69
P 0.15 2.34 1.56
C -1.03 1.38 2.56
C -0.62 0.30 3.34
C -1.54 -0.52 3.96
C -2.90 -0.27 3.81
C -3.32 0.79 3.03
C -2.40 1.62 2.41
C 1.65 2.41 2.59
C 1.63 2.70 3.95
C 2.81 2.82 4.66
C 4.03 2.66 4.01
C 4.06 2.37 2.65
C 2.87 2.24 1.95
H -1.39 4.13 1.09
H 0.26 4.71 1.26
H -0.69 4.33 2.73
H 0.44 0.10 3.47
H -1.20 -1.35 4.56
H -3.63 -0.92 4.28
H -4.38 0.99 2.88
H -2.75 2.42 1.78
H 0.69 2.83 4.47
H 2.79 3.04 5.72
H 4.96 2.77 4.55
H 4.99 2.26 2.12
H 2.90 2.00 0.89
C 1.07 -0.97 -3.39
C 1.10 -1.40 -1.97
N 0.78 -0.68 -0.92
C 0.97 -1.48 0.18
C 1.42 -2.70 -0.21
N 1.50 -2.64 -1.59
C 1.81 -3.73 -2.47
N 0.82 -4.77 -2.34
N 1.19 -6.05 -2.20
N 0.15 -6.81 -2.15
C -0.96 -6.00 -2.25
C -2.33 -6.33 -2.24
C -3.22 -5.29 -2.34
C -2.79 -3.95 -2.46
C -1.45 -3.61 -2.48
C -0.55 -4.68 -2.38
H 0.76 0.07 -3.49
H 0.37 -1.56 -3.97
H 2.07 -1.03 -3.83
H 0.78 -1.13 1.17
H 1.66 -3.59 0.33
H 2.78 -4.18 -2.25
H 1.81 -3.34 -3.49
H -2.65 -7.36 -2.14
H -4.28 -5.49 -2.33
H -3.51 -3.14 -2.53
H -1.16 -2.57 -2.54

Charge: -2
HOMO, eV: -1.682
ΔE to the lowest compared entry with this formula, charge and spin, eV: 0.271
Orbital gap, hartree: 0.209

---

Q: What is the formula in the first record?
A: C3H10N4

---

Q: Which value of HOMO does entry 1 give?
A: -7.714 eV